This record from the Open Molecules 2025 dataset describes C43H51ClCsGeN7 as an isolated structure. The level of theory is ωB97M-V/def2-TZVPD.

- E_tot: -4609.58062 a.u.
- LUMO level: -0.0023 Eh
- Molecular weight: 906.90 g mol⁻¹
- E_HOMO: -6.03 eV

Element x y z (Å)
Cs -0.7803 0.3862 -0.3634
N 0.1485 -0.7430 3.0179
C 1.2994 -0.8784 3.7974
C 1.1936 -0.9352 5.1890
C 2.3222 -0.9419 5.9847
C 3.5886 -0.8835 5.4139
C 3.6953 -0.8416 4.0356
C 2.5711 -0.8589 3.2149
C 2.7235 -0.7751 1.7303
C 2.7825 0.4945 1.1655
C 2.9248 0.6832 -0.1981
C 2.9910 -0.4263 -1.0360
C 2.9506 -1.6961 -0.4761
C 2.8334 -1.8918 0.9032
H -0.7120 -0.9799 3.4909
H 0.1780 -1.1850 2.1102
H 0.2080 -0.9708 5.6382
H 2.2124 -0.9915 7.0605
H 4.4756 -0.8826 6.0312
H 4.6724 -0.8091 3.5680
H 2.7357 1.3483 1.8313
H 2.9972 1.6842 -0.6073
H 3.0949 -0.3081 -2.1074
H 3.0480 -2.5633 -1.1198
C -1.2816 -1.9624 -3.4951
N -0.1847 -1.4380 -4.2826
C 0.8412 -2.3437 -4.7513
C 1.8564 -1.3750 -5.3364
N 1.6610 -0.1860 -4.5175
C 2.3032 1.0214 -4.9918
C 0.3733 -0.2078 -3.9841
N -0.2823 0.6491 -3.2992
C 0.1637 2.0034 -2.9859
C -0.9408 2.7263 -2.1737
N -0.4306 3.2594 -0.9135
C 0.1482 4.3873 -0.7908
N 0.6001 4.8162 0.4515
C 0.9158 3.8665 1.4890
C 1.4622 5.9667 0.3056
C 0.9736 6.5525 -1.0063
N 0.4935 5.3756 -1.7139
C -0.2293 5.6346 -2.9401
H -1.7993 -2.7314 -4.0675
H -1.9881 -1.1659 -3.2795
H -0.9391 -2.3999 -2.5477
H 0.4441 -3.0372 -5.4923
H 1.2726 -2.9267 -3.9248
H 1.6381 -1.1648 -6.3917
H 2.8843 -1.7308 -5.2572
H 3.3267 0.7724 -5.2727
H 2.3504 1.7787 -4.2174
H 1.8009 1.4402 -5.8724
H 0.3847 2.5881 -3.8842
H 1.0723 1.9993 -2.3737
H -1.6971 1.9723 -1.9310
H -1.4592 3.4691 -2.7773
H 0.1816 3.0654 1.5300
H 0.9231 4.3753 2.4532
H 1.9043 3.4152 1.3278
H 2.5197 5.6721 0.2418
H 1.3453 6.6534 1.1443
H 1.7648 7.0426 -1.5738
H 0.1625 7.2734 -0.8419
H 0.2592 6.4709 -3.4407
H -1.2762 5.9069 -2.7658
H -0.1910 4.7874 -3.6187
Ge -2.6231 -2.4978 0.3209
C -3.6235 -1.7372 1.8997
C -3.2631 -0.6109 2.6433
C -4.0641 -0.1118 3.6660
C -5.2611 -0.7378 3.9754
C -5.6383 -1.8676 3.2611
C -4.8271 -2.3573 2.2474
C -3.8120 -1.4201 -0.9436
C -4.5873 -1.9356 -1.9858
C -5.4324 -1.1392 -2.7496
C -5.5283 0.2239 -2.5085
C -4.7825 0.7771 -1.4777
C -3.9741 -0.0584 -0.7223
H -1.2890 -1.4678 0.5414
H -2.3320 -0.0982 2.4193
H -3.7536 0.7690 4.2171
H -5.8930 -0.3515 4.7650
H -6.5679 -2.3709 3.4995
H -5.1457 -3.2447 1.7096
H -4.5314 -2.9975 -2.2106
H -6.0189 -1.5877 -3.5426
H -6.1857 0.8432 -3.1061
H -4.8487 1.8353 -1.2527
H -3.4322 0.3311 0.1226
Cl 4.5786 -4.2504 5.0307
C 3.4191 -3.9749 3.7573
C 2.0234 -4.2643 4.0804
C 1.0949 -4.1774 3.1266
C 1.4298 -3.8253 1.7425
C 0.5363 -3.9819 0.7696
C 2.8329 -3.3070 1.4494
C 3.8052 -3.5029 2.5824
H 1.7772 -4.5418 5.0951
H 0.0559 -4.3898 3.3461
H -0.4693 -4.3299 0.9600
H 0.7762 -3.7437 -0.2604
H 3.2248 -3.9232 0.6300
H 4.8479 -3.2811 2.3961

Mulliken atomic charge list, values in e, 99 entries: number 1, Cs, carries 1.892; number 2, N, carries 0.597; number 3, C, carries 0.420; number 4, C, carries -1.000; number 5, C, carries -0.645; number 6, C, carries -1.015; number 7, C, carries -0.025; number 8, C, carries 0.562; number 9, C, carries -0.522; number 10, C, carries -0.411; number 11, C, carries -0.496; number 12, C, carries -0.537; number 13, C, carries -0.787; number 14, C, carries 0.492; number 15, H, carries 0.386; number 16, H, carries -0.674; number 17, H, carries 0.491; number 18, H, carries 0.401; number 19, H, carries 0.435; number 20, H, carries 0.477; number 21, H, carries 0.542; number 22, H, carries 0.290; number 23, H, carries 0.294; number 24, H, carries 0.436; number 25, C, carries -0.581; number 26, N, carries -0.032; number 27, C, carries -0.571; number 28, C, carries -0.722; number 29, N, carries 0.397; number 30, C, carries -1.105; number 31, C, carries 0.251; number 32, N, carries -0.236; number 33, C, carries -0.221; number 34, C, carries -2.354; number 35, N, carries 0.173; number 36, C, carries -0.028; number 37, N, carries 0.029; number 38, C, carries -0.891; number 39, C, carries -0.627; number 40, C, carries -0.691; number 41, N, carries 0.165; number 42, C, carries -0.951; number 43, H, carries 0.285; number 44, H, carries 0.264; number 45, H, carries 0.099; number 46, H, carries 0.369; number 47, H, carries 0.219; number 48, H, carries 0.356; number 49, H, carries 0.357; number 50, H, carries 0.378; number 51, H, carries 0.297; number 52, H, carries 0.365; number 53, H, carries 0.493; number 54, H, carries 0.157; number 55, H, carries 0.817; number 56, H, carries 0.115; number 57, H, carries 0.151; number 58, H, carries 0.386; number 59, H, carries 0.304; number 60, H, carries 0.312; number 61, H, carries 0.365; number 62, H, carries 0.384; number 63, H, carries 0.356; number 64, H, carries 0.359; number 65, H, carries 0.333; number 66, H, carries 0.250; number 67, Ge, carries 0.732; number 68, C, carries -0.052; number 69, C, carries 0.117; number 70, C, carries -1.038; number 71, C, carries -0.442; number 72, C, carries -0.655; number 73, C, carries -0.484; number 74, C, carries 0.208; number 75, C, carries -0.649; number 76, C, carries -0.590; number 77, C, carries -0.462; number 78, C, carries -1.329; number 79, C, carries -0.683; number 80, H, carries -1.056; number 81, H, carries 0.714; number 82, H, carries 0.399; number 83, H, carries 0.385; number 84, H, carries 0.374; number 85, H, carries 0.350; number 86, H, carries 0.347; number 87, H, carries 0.395; number 88, H, carries 0.384; number 89, H, carries 0.449; number 90, H, carries 0.990; number 91, Cl, carries -0.214; number 92, C, carries 0.322; number 93, C, carries -0.674; number 94, C, carries -0.798; number 95, C, carries 1.076; number 96, C, carries -1.600; number 97, C, carries 0.468; number 98, C, carries -1.394; number 99, H, carries 0.458


This record from the Open Molecules 2025 dataset describes C43H51N5O4SbSe4Tc as an isolated structure. The level of theory is ωB97M-V/def2-TZVPD.

- Total charge: +2
- E_tot: -12170.23150 a.u.
- LUMO level (alpha / beta): -0.2634 / -0.2634 Eh
- Molecular weight: 1237.51 g mol⁻¹
- E_HOMO (alpha / beta): -12.65 / -12.65 eV

Element x y z (Å)
Tc -0.9245 -0.0701 0.1381
C 2.3923 0.0806 -3.9287
C 2.6159 0.1107 -2.4587
C 3.9877 0.8268 -2.2201
C 2.4954 -1.2680 -1.8094
C 3.0783 -2.3743 -2.5054
C 3.0242 -3.6452 -2.0175
C 2.4572 -3.8488 -0.7526
C 1.8852 -2.8291 -0.0102
C 1.3504 -3.0943 1.3819
C 2.4393 -2.6590 2.3173
C 0.8661 -4.5215 1.5963
C 1.8793 -1.5270 -0.5792
N 1.2032 -0.4057 0.1033
C 2.0001 0.5465 0.3930
C 1.7243 1.8675 0.8637
C 2.8571 2.5733 1.2416
C 2.7443 3.7796 1.8590
C 1.4747 4.2626 2.1206
C 0.3687 3.6192 1.6100
C 0.4312 2.4476 0.8750
N -0.7425 1.8049 0.3904
C -1.6964 2.8035 -0.1137
C -2.5761 3.4433 0.7329
C -3.1456 4.5861 0.2237
C -2.7541 5.1506 -0.9500
C -1.8898 4.5011 -1.7557
C -1.3308 3.2851 -1.3729
C -0.3739 2.6485 -2.3459
C 0.9351 3.4370 -2.5261
C -1.0330 2.5751 -3.7398
C -2.9413 3.1265 2.1978
C -2.2833 1.9439 2.9791
C -4.4336 3.0428 2.2214
H 2.5101 1.1141 -4.3154
H 1.4169 -0.3333 -4.1674
H 3.2023 -0.4393 -4.5005
H 1.7924 0.7119 -2.0288
H 4.8310 0.2036 -2.4821
H 4.1401 1.2049 -1.1999
H 4.0537 1.7521 -2.8206
H 3.5389 -2.2267 -3.4520
H 3.4492 -4.4543 -2.6187
H 2.5755 -4.8395 -0.3288
H 0.4847 -2.3865 1.5047
H 3.2630 -3.3680 2.1461
H 2.1821 -2.7805 3.3859
H 2.8030 -1.6345 2.1576
H 1.6377 -5.2245 1.7632
H 0.2778 -4.8042 0.7052
H 0.1697 -4.5222 2.5108
H 3.0556 0.3067 0.4291
H 3.7776 2.1000 1.1702
H 3.7063 4.2838 2.1416
H 1.3884 5.1505 2.7118
H -0.6045 4.0243 1.8771
H -3.8226 5.1113 0.9004
H -3.0267 6.1546 -1.1616
H -1.4345 4.9543 -2.6192
H -0.1468 1.6663 -2.0543
H 0.7377 4.4497 -2.9006
H 1.5351 3.0043 -3.2913
H 1.5564 3.4596 -1.6205
H -1.1174 3.4684 -4.3244
H -2.0818 2.2118 -3.6169
H -0.5022 1.7757 -4.3209
H -2.7032 3.9872 2.7980
H -2.3872 0.9595 2.4367
H -2.7965 1.9071 3.9538
H -1.2001 2.1158 3.1432
H -4.8500 4.0865 2.1083
H -4.9328 2.5345 1.4394
H -4.7466 2.7116 3.2017
Se -6.8741 -0.1773 0.2776
Sb -5.0416 -0.2182 1.7309
Se -3.3822 0.3032 -0.2067
Se -3.7627 -2.0613 -0.7453
Se -5.6830 -2.3224 0.6504
O -0.8167 -4.5551 -1.4398
C -0.7659 -3.9835 -2.7095
C -0.6990 -4.8394 -3.8158
C -0.4293 -4.3378 -5.1042
C -0.4426 -2.9430 -5.2845
C -0.5496 -2.0965 -4.2069
C -0.6066 -2.6079 -2.9064
C -0.7118 -1.6900 -1.7546
O -0.8448 -2.1464 -0.5669
O -0.7480 -0.4364 -1.9092
H -0.5849 -5.4629 -1.5390
H -0.6146 -5.9080 -3.6182
H -0.2159 -5.0019 -5.9696
H -0.2432 -2.4712 -6.2767
H -0.5169 -1.0319 -4.2507
C -2.0146 -3.0102 3.7388
N -0.9265 -2.0785 3.8539
C -0.2688 -2.0079 5.0313
C 0.6482 -1.0215 5.2805
C 0.8080 -0.0024 4.2601
N 0.2005 -0.1946 3.1000
C -0.7309 -1.1347 2.9126
O -1.5397 -1.1247 1.9272
N 1.6905 0.9393 4.4598
H -1.6220 -4.0255 3.8960
H -2.5196 -2.9295 2.7781
H -2.7539 -2.8274 4.5035
H -0.5776 -2.7843 5.7175
H 1.1939 -1.0263 6.2330
H 2.2781 0.9471 5.3051
H 1.8505 1.6527 3.8274

Mulliken atomic charge list, values in e, 99 entries: number 1, Tc, carries 1.938; number 2, C, carries -1.460; number 3, C, carries 2.535; number 4, C, carries -1.490; number 5, C, carries 1.359; number 6, C, carries -0.872; number 7, C, carries -1.465; number 8, C, carries -0.306; number 9, C, carries 0.724; number 10, C, carries 2.640; number 11, C, carries -1.423; number 12, C, carries -1.592; number 13, C, carries -1.494; number 14, N, carries 2.521; number 15, C, carries -2.050; number 16, C, carries 0.125; number 17, C, carries -0.607; number 18, C, carries -0.942; number 19, C, carries -1.186; number 20, C, carries -0.201; number 21, C, carries 0.248; number 22, N, carries 2.460; number 23, C, carries -0.241; number 24, C, carries 0.718; number 25, C, carries -1.031; number 26, C, carries -1.768; number 27, C, carries -0.826; number 28, C, carries 0.515; number 29, C, carries 2.023; number 30, C, carries -1.403; number 31, C, carries -1.701; number 32, C, carries 1.102; number 33, C, carries -0.663; number 34, C, carries -2.347; number 35, H, carries 0.463; number 36, H, carries 0.026; number 37, H, carries 0.525; number 38, H, carries -1.746; number 39, H, carries 0.371; number 40, H, carries 0.221; number 41, H, carries 0.430; number 42, H, carries 0.427; number 43, H, carries 0.438; number 44, H, carries 0.426; number 45, H, carries -1.463; number 46, H, carries 0.462; number 47, H, carries 0.395; number 48, H, carries 0.050; number 49, H, carries 0.459; number 50, H, carries 0.227; number 51, H, carries 0.158; number 52, H, carries 0.547; number 53, H, carries 0.658; number 54, H, carries 0.339; number 55, H, carries 0.503; number 56, H, carries 0.445; number 57, H, carries 0.335; number 58, H, carries 0.433; number 59, H, carries 0.419; number 60, H, carries -1.466; number 61, H, carries 0.468; number 62, H, carries 0.448; number 63, H, carries 0.212; number 64, H, carries 0.445; number 65, H, carries 0.359; number 66, H, carries 0.342; number 67, H, carries 0.399; number 68, H, carries -0.573; number 69, H, carries 0.548; number 70, H, carries 0.129; number 71, H, carries 0.458; number 72, H, carries 0.668; number 73, H, carries 0.459; number 74, Se, carries -0.102; number 75, Sb, carries 0.333; number 76, Se, carries -0.047; number 77, Se, carries 0.264; number 78, Se, carries -0.155; number 79, O, carries -0.272; number 80, C, carries 0.511; number 81, C, carries -0.746; number 82, C, carries -0.752; number 83, C, carries -0.784; number 84, C, carries -0.922; number 85, C, carries -0.154; number 86, C, carries 1.399; number 87, O, carries -0.275; number 88, O, carries -0.871; number 89, H, carries 0.378; number 90, H, carries 0.408; number 91, H, carries 0.386; number 92, H, carries 0.383; number 93, H, carries 0.800; number 94, C, carries -1.305; number 95, N, carries 0.580; number 96, C, carries -0.490; number 97, C, carries -1.409; number 98, C, carries 0.772; number 99, N, carries 0.636


Q: E_tot of number 2 (C43H51N5O4SbSe4Tc)?
A: -12170.23150 a.u.